1.
The following is a DFT calculation (ωB97M-V/def2-TZVPD) of a molecular structure, C38H21F15GeN6OsS2.

Atoms and positions in Å:
H 0.82071 1.18443 1.66346
F -1.12227 3.60102 3.49226
H -2.04155 -6.18226 1.22427
H 2.21380 -2.58821 -3.35337
C 0.79749 4.11742 2.23160
C -2.35445 -0.31760 3.77313
C 0.76718 -3.65838 -1.50639
C -1.08499 3.08987 1.18917
C 0.53192 -4.47177 -2.72985
C 3.15011 -1.11086 -2.23509
C -1.39214 -5.32612 1.10636
H 4.45473 0.10781 -3.16494
C 4.85303 -3.86686 2.25117
N 3.09819 -2.71123 1.36513
H -0.13598 -2.65299 2.75362
H 3.76772 -1.08468 -4.19391
F 1.37806 1.36696 -2.70986
C -0.49130 3.61045 2.32547
Os 1.58178 -1.54942 0.34851
Ge -1.56455 2.15648 -1.41333
C 1.45288 4.10922 1.00721
F -4.61387 1.85501 -0.75784
F -2.57681 1.01513 -6.38786
C -5.16689 5.19693 -1.99579
C -0.46156 3.04877 -0.05274
N 3.88185 -0.71688 -3.26221
N 1.81321 -0.58616 2.13624
F -3.64595 6.74874 -2.89993
H -1.40651 -0.17887 1.86152
C -0.32860 -3.36824 1.96476
F -6.64603 3.61142 -1.08344
S 3.32554 -0.35592 -0.72161
F 2.68115 4.60328 0.91325
H -0.89625 0.40051 6.74210
F -1.60909 4.98796 -2.56574
H 3.89348 -4.30168 0.24619
C -0.30052 0.84700 -5.84375
N 2.28245 -2.13887 -2.45173
C 3.43906 -2.17236 2.59025
C -0.05921 0.33827 3.45860
C 0.06969 0.50399 4.83408
C 2.73249 -1.03351 2.97258
H 2.92468 -0.51109 3.90183
C 0.68914 0.94836 -4.87897
C 0.81885 3.57779 -0.10863
H 5.00724 -2.70329 4.10410
H 1.84032 1.25903 3.10887
C -1.28053 -0.07434 2.93182
C -2.85338 4.63869 -2.19569
C 3.93712 -3.70905 1.14788
H -0.93171 -5.75215 -0.94954
C -1.00341 0.25697 5.67643
C 0.37051 1.36965 -3.59996
H -0.51497 -4.38516 -3.02649
N 1.54429 -2.63289 -1.40824
H 1.00677 0.85118 5.25371
F 1.94851 0.60168 -5.18619
C -1.16400 -4.46089 2.15811
C -4.35847 3.06242 -1.28213
H 1.14254 -4.18361 -3.58203
C -5.41449 3.94498 -1.44396
C 1.11668 0.64977 2.56389
C -0.77212 -5.08399 -0.11693
C -1.88893 1.54740 -4.19838
H -3.06175 -0.32611 5.79809
C -2.21724 -0.15332 5.14520
H 5.62923 -4.60986 2.31439
N 0.25265 -3.12610 0.79315
F 1.40410 4.59285 3.30665
S -0.01473 -0.32721 -0.40061
C -3.87838 5.55310 -2.37634
C 0.04789 -3.97791 -0.24538
C -0.91663 1.71596 -3.21692
F -0.00250 0.43371 -7.06251
F 1.48829 3.62699 -1.26086
F -2.31492 2.56921 1.31849
C -1.60827 1.14477 -5.49585
F -6.16022 6.05151 -2.15681
C 4.53935 -2.90343 3.15572
F -3.17519 1.75426 -3.90993
H -3.30825 -0.61053 3.35573
C -3.06579 3.38589 -1.65109
H 0.73561 -5.52304 -2.52569
H -1.62591 -4.61003 3.12349

orbital gap (alpha / beta)	5.38 / 4.48	eV
⟨S²⟩	6.0689
maximum force	0.011	hartree/bohr
LUMO level (alpha / beta)	-6.79 / -8.44	eV
total charge	+2
multiplicity	5
energy relative to the best compared isomer or geometry (same formula, charge and spin)	107.4	kJ/mol

---

2.
The following is a DFT calculation (ωB97M-V/def2-TZVPD) of a molecular structure, C50H42N2O3RuTe.

Atoms and positions in Å:
C 2.82248 2.77050 0.50003
C -0.72458 -2.25926 4.17047
Ru 0.13190 0.03613 -0.22963
H 0.27863 -2.44119 4.53318
Te -1.93062 2.89507 -0.69280
C 3.99168 -3.80322 2.79690
C -4.60998 0.76383 0.62248
C 1.09480 2.41821 -1.13361
H -0.18647 5.62426 -4.80985
H 6.52176 1.11456 0.12756
C 2.67709 -1.47942 0.09008
H 3.19720 2.38488 -1.57152
H -2.47547 5.91684 -0.44228
H -1.03817 -2.15610 -2.42486
H 2.10178 -0.45091 2.55758
C 4.44099 -1.50338 -1.78725
C -4.35520 2.54234 2.73466
C -0.92024 -1.41746 3.08222
N -0.97576 -0.35712 -3.40554
O -1.29615 0.40061 0.97055
C -1.75950 -2.31400 -4.47445
H 7.31393 0.27231 -2.06214
H 2.53191 -3.34473 -1.00322
C 2.44765 2.51989 -0.80238
H 1.27896 -4.88817 0.28722
C -2.19683 -1.18559 2.59446
C -1.80717 -2.87137 4.78182
H -0.24283 2.96292 1.93267
H -4.28820 -1.60094 2.86054
C 5.63679 -1.03542 -2.32449
H -1.88248 0.36116 -6.53067
H -2.68615 -0.80584 -0.77591
H -0.98781 -5.60791 1.05596
C -1.13932 6.91619 -3.38664
C -0.90826 4.54002 -3.10735
C 3.98376 -1.02651 -0.56652
H -3.67287 -1.84669 0.27496
H 4.02724 -3.76316 0.65996
C 2.60721 -1.40564 2.62525
H 3.85672 -3.55798 4.92681
H -0.97965 7.81055 -3.97416
C -2.42818 -0.38602 1.31624
C -1.98639 5.84681 -1.40576
C -1.54680 4.61116 -1.87192
C -1.87333 -3.71595 0.57960
H -4.25238 3.23281 3.56142
C 5.93549 0.38562 -0.41729
C -3.42573 1.53347 2.55905
C 1.91539 -2.47195 -0.79528
H -2.39534 -2.09048 -6.51395
C -3.09055 -2.63106 4.30651
H -0.96707 1.40799 -4.43700
C -5.54767 1.77584 0.79873
H 2.14834 3.09200 2.51801
C -1.25004 -1.67317 -3.36501
H 3.87097 2.85724 0.75344
H -0.57168 3.58362 -3.48895
C 0.10810 2.60357 -0.15977
O -0.49328 0.29003 -2.36725
H 1.71201 -1.97334 -1.74885
H -2.87585 -3.98889 0.87710
C -5.42061 2.66754 1.85046
H -6.37773 1.86315 0.10990
H -3.94343 -3.09241 4.78723
H 0.81659 2.26077 -2.16526
C 2.97723 -2.06589 1.46389
C -3.28331 -1.79346 3.21964
H 4.54529 -4.73118 2.85704
C 0.51386 2.82458 1.17123
H -1.65573 -3.52568 5.63022
C -2.69895 -1.37393 0.15982
C -0.82473 -4.60883 0.67423
C 6.38322 -0.08903 -1.64542
C -1.78920 6.99355 -2.16443
C -0.69419 5.68803 -3.85583
H -6.14932 3.45586 1.98507
C 3.68594 -3.26268 1.55964
C 1.85336 2.90387 1.49376
C 2.92759 -1.94097 3.86854
H -4.72516 0.09151 -0.21778
H 5.98183 -1.41949 -3.27553
H -2.13677 7.94901 -1.79387
C -1.71137 -0.24355 -5.65212
C -3.54239 0.63588 1.49933
H 4.40660 0.27301 1.08001
C 4.74958 -0.08356 0.11685
C 0.61676 -2.92650 -0.21131
C 3.60833 -3.14331 3.95893
O 1.91040 -0.28804 0.22160
H 2.65019 -1.40685 4.76888
C 0.43601 -4.21221 0.25981
H 3.88130 -2.24145 -2.34592
C -1.99563 -1.60094 -5.63761
N -0.39455 -2.03101 -0.21709
H -1.96585 -3.37254 -4.40948
C -1.20463 0.35947 -4.52432
H -2.59433 1.43514 3.24698
H -0.07289 -0.94421 2.60422
C -1.62809 -2.42124 0.14958

orbital gap (alpha / beta)	6.63 / 6.80	eV
⟨S²⟩	0.7553
maximum force	0.019	hartree/bohr
LUMO level (alpha / beta)	-3.25 / -3.09	eV
total charge	+1
multiplicity	2
energy relative to the best compared isomer or geometry (same formula, charge and spin)	0.0	kJ/mol

---

3.
The following is a DFT calculation (ωB97M-V/def2-TZVPD) of a molecular structure, C18H20EuN4O7P2 at a distorted geometry.

Atoms and positions in Å:
C 3.31462 -1.56545 -1.47016
H -2.27962 -1.24434 2.16703
O -0.96224 -4.27751 -1.22758
C 4.19059 0.99324 -1.52673
C 4.65651 -1.33062 -1.70706
P -2.17953 -3.43328 -0.50939
N 0.72098 1.42626 -0.30966
H -0.10949 3.04739 -1.33104
H 4.49274 2.03172 -1.53647
H 2.31072 2.69160 -0.93817
H 1.39400 1.90703 -2.21558
C 0.15025 0.92500 2.03633
O 0.29772 -2.45215 -2.47023
N -0.65662 -0.08051 1.67060
H 2.95683 -2.58217 -1.41520
N 2.41298 -0.59516 -1.28417
C -1.86868 0.19403 3.71126
P 0.46724 -3.59371 -1.50120
C -4.34445 1.43811 -0.52739
H -4.76743 3.37199 0.31371
O 1.36862 -4.76761 -2.00506
H 0.68009 2.39890 3.49145
H 0.93657 -5.42503 -2.57732
C 1.82933 1.74791 -1.22566
C -0.26579 2.52151 -0.38688
O -3.37568 -4.24125 -0.37524
H -1.15728 1.72352 5.03989
O -1.49310 -3.02790 0.90590
C 1.23906 1.29298 1.06575
C -1.64940 -0.43027 2.49528
Eu -0.22135 -1.12050 -0.68674
H 5.32370 -2.16640 -1.85980
O 0.97951 -3.00974 -0.20568
H -3.55537 -0.41046 -1.28166
H 1.71954 2.22639 1.38477
C -3.33103 0.57764 -0.90700
C 2.86051 0.66447 -1.32452
H 2.01329 0.52084 1.07337
O -2.12538 -2.04337 -1.14604
C 0.00129 1.59676 3.23616
C -1.71270 2.10518 -0.35373
C -4.00410 2.67856 -0.01394
H -2.68519 -0.13201 4.33920
H 6.15223 0.20184 -1.90404
H -2.35449 3.97914 0.45711
C 5.10846 -0.02351 -1.73150
H -5.37367 1.12524 -0.62513
H -1.31734 -3.81784 1.44157
C -2.66547 3.01724 0.07055
N -2.02870 0.89042 -0.81375
H -0.07082 3.25699 0.40141
C -1.02245 1.21885 4.09240

orbital gap (alpha / beta)	8.85 / 9.85	eV
⟨S²⟩	12.0086
maximum force	0.063	hartree/bohr
LUMO level (alpha / beta)	-3.83 / -2.84	eV
total charge	+1
multiplicity	7
energy relative to the best compared isomer or geometry (same formula, charge and spin)	0.0	kJ/mol

---

4.
The following is a DFT calculation (ωB97M-V/def2-TZVPD) of a molecular structure, C30H26N7NaO7S2Se2 at a distorted geometry.

Atoms and positions in Å:
C -4.59758 -0.71192 -0.52624
C -4.71197 -3.14926 -1.83357
C 0.59319 -3.77693 1.54726
C -3.50774 -1.56557 -0.49151
C -0.41437 0.60153 3.80865
H 1.47920 6.68587 1.22526
C -5.81952 -2.30356 -1.87794
N 4.75032 -0.57990 0.58073
C -0.27126 -4.51095 -0.53980
N 1.62765 -3.19209 0.98664
O -2.07341 -2.28284 1.49301
H 0.08027 1.27044 -4.82273
C -0.18536 0.73277 -3.92292
C 1.34670 -0.76404 4.20535
C 0.79029 -3.86007 -1.15284
H 0.36456 4.44064 1.03204
H 4.13841 -1.25700 1.03189
H -4.53676 0.22993 0.00480
C 1.41713 2.28863 -0.52094
C 0.26814 1.70585 4.28764
H -1.21805 -4.92605 1.35072
H 3.58497 7.12575 0.02797
H 2.54624 -2.67920 -0.77762
C 1.27988 4.67431 0.50329
H -7.96092 -2.30897 -2.13349
C 2.11126 0.25796 4.75565
H -1.02280 -5.02086 -1.13247
O 2.37700 -0.14130 1.68225
H 2.13226 2.35933 5.15132
Se 0.35953 -3.72524 3.47323
O 2.84623 2.04322 2.00991
C -1.55191 0.40038 -1.98565
C -0.38001 -4.47413 0.83524
H 0.89200 -3.83049 -2.22872
O 4.76938 2.03246 -1.54432
C -3.56425 -2.78790 -1.14857
C 1.87622 3.70727 -0.28080
C -7.06869 -2.70747 -2.61932
H 1.49484 -0.59212 -4.00435
C -1.28968 1.08004 -3.15256
O 0.33149 1.88958 -0.09531
Na 0.69159 0.03337 0.64474
N -0.83057 -1.39481 -0.41567
C 3.68888 5.18272 -0.87113
H -2.36720 0.70678 -1.34874
H -7.05908 -2.33243 -3.64647
H -4.75832 -4.11148 -2.33366
N 0.12127 -0.62326 3.78311
C 3.04704 3.96174 -0.94960
H -1.93158 1.90231 -3.44972
S 3.43966 2.50105 -1.87171
H 4.89012 1.42035 0.80783
N 2.29465 1.56138 -1.26541
H 3.12447 0.07821 5.09184
C 3.13215 0.87987 1.66112
H -7.16316 -3.79337 -2.66750
H -2.70204 -3.44373 -1.10839
S -2.07793 -1.21195 0.52141
H 4.61178 5.36884 -1.40585
C 1.55909 1.52222 4.77469
N 0.36788 -0.97741 -2.33644
C 1.70653 -3.21240 -0.34564
C -0.68077 -0.63423 -1.58325
O -2.28853 0.12809 1.05409
N 4.47336 0.63563 1.28522
H -0.18716 2.68636 4.25712
C 1.90900 5.90926 0.60301
C -5.74349 -1.08069 -1.22220
C 0.60759 -0.29473 -3.45345
H 4.35820 -0.47017 -0.35659
Se 2.18096 -2.50629 4.12223
H -1.42291 0.68071 3.41765
O 3.21843 2.79933 -3.27166
C 3.10359 6.15975 -0.07442
H -6.59641 -0.40916 -1.24777

orbital gap	6.29	eV
maximum force	0.027	hartree/bohr
LUMO level	3.78	eV
total charge	-2
energy relative to the best compared isomer or geometry (same formula, charge and spin)	153.5	kJ/mol

---

5.
The following is a DFT calculation (ωB97M-V/def2-TZVPD) of a molecular structure, C39H50N14OS8Sm at a distorted geometry.

Atoms and positions in Å:
C 2.38427 3.48938 0.56607
C -3.40496 -3.06754 6.70286
H 1.00866 -2.09488 -5.73573
H -4.92407 1.29077 1.64210
C 0.01513 5.70907 -3.13759
C -1.71793 -4.70182 3.50337
H 2.95673 1.25567 -4.99713
C 2.07609 0.62648 -4.89457
H 1.23392 -3.77704 5.56528
H -1.87287 4.44761 -4.61166
H 2.01313 -2.58499 0.56893
N 0.80341 -4.74290 1.28449
H 4.71114 2.91181 -1.67837
C 1.05582 -2.34086 3.31933
C -0.22491 2.22655 -1.86502
H 4.09094 -2.04400 -0.46807
S -1.38293 -0.42092 3.98273
H -4.33154 2.15801 3.09371
C -1.95104 -4.19080 -0.82602
N 0.39856 -1.45151 -3.81686
H 1.11899 -3.33116 -4.46831
H 1.36235 -5.52298 1.18642
H 5.42752 4.62198 0.22722
H 4.54993 2.11733 0.85471
H -1.57723 -2.34793 -4.20803
H 2.44678 1.75124 3.34986
H 3.77141 4.38340 -2.21171
H 4.08155 -0.46589 -3.53382
C -1.42965 3.87104 -3.79296
C -0.16148 -4.81197 0.42600
N 0.42587 -0.29547 -1.81129
N 3.47198 3.86263 -0.18730
C -0.45203 4.39132 -2.98521
H -2.87163 2.29341 -4.05103
N 2.75706 2.87748 1.70668
H -1.97229 3.01333 0.05627
H 4.04836 5.04799 1.36263
S 0.82738 1.06682 -0.93437
N 2.06910 -1.03204 1.84945
H 1.05415 7.32633 -2.25117
C 0.02569 -3.29450 3.87078
H -3.16318 3.87015 1.00624
C -1.82747 -5.39319 -1.35561
S -2.17249 -1.90467 6.44380
C -3.82959 -3.37861 -2.26731
H 3.81836 1.17303 2.20673
C 0.80963 6.30464 -2.21327
C -0.36382 -5.10916 5.36828
N 3.68210 -1.40231 0.27346
H 3.80180 0.92933 -2.49932
H 2.19959 -0.23294 -5.58320
N 2.03833 0.13718 -3.48963
S -4.13851 -2.17096 2.58195
N -4.36014 0.03217 -0.88605
C 4.04732 2.17817 1.81469
C 0.92419 -0.53962 -2.98213
C 4.34320 4.92552 0.32754
C 0.88903 4.25664 -0.96048
H -3.86029 0.39238 2.77628
H -2.09977 -6.33128 4.71271
H 0.98012 1.71339 2.31400
C -4.04213 1.37993 2.33300
C 3.32399 -0.00814 -2.88810
H 2.27717 -2.04428 -4.52310
H -3.70042 2.70875 -0.02400
H -1.91414 1.93668 2.34896
H 4.34082 -0.70704 0.61247
H -0.46324 6.28432 -3.91111
S -4.97029 -2.09139 -2.48811
H -3.75528 -4.21640 -2.95421
C 2.55338 -1.76856 0.87399
H -2.48530 -5.83465 -2.05914
H -1.39269 -1.32592 -2.77151
C 3.72618 3.51687 -1.55371
H 3.18346 -0.66385 -2.06683
C 1.21775 -2.30359 -4.71521
H -0.11596 -5.60476 6.30038
S -0.57918 -6.29410 -0.54161
N 1.14424 3.64090 0.24571
N 0.94220 -1.68198 2.30732
N -2.95980 -1.89004 -0.75468
C -2.91900 -3.16940 -1.33507
H -2.41183 -4.95349 2.75496
C 0.08454 3.62062 -1.91557
C -2.92562 2.88093 0.66231
C 1.22145 5.58601 -1.08868
O -2.27036 0.68445 0.84211
S -3.69658 -3.79598 8.21020
C -4.02401 -1.20921 -1.24569
C 1.83905 2.32688 2.67688
H -1.71644 0.84315 -2.60032
Sm -1.64598 -1.67537 1.43043
C -2.53129 -1.48227 4.77857
H 2.91702 2.91746 -1.82943
H 1.98378 -2.34167 3.94529
N -1.08466 -3.83295 0.20256
C -1.96444 2.65735 -3.59681
H 4.71875 2.70402 2.53113
S -4.50297 -3.12507 5.37418
C -1.28331 1.84035 -2.59004
C -0.84753 -2.05214 -3.39132
C 0.36979 -4.04624 4.96524
H -2.92270 0.59205 0.13409
H 1.24824 1.20969 -5.23969
C -3.65319 -2.11528 4.25993
C -2.76351 1.80215 1.61170
H -0.79685 -2.89379 -2.68104
N -1.04204 -3.58947 3.14727
H 4.21080 5.82814 -0.28469
H -5.19676 0.36905 -1.32224
H 1.35869 3.12150 3.29084
C -1.45251 -5.50774 4.56779
H 1.73895 6.10322 -0.27673

orbital gap (alpha / beta)	5.78 / 5.78	eV
⟨S²⟩	8.7599
maximum force	0.102	hartree/bohr
LUMO level (alpha / beta)	1.83 / 1.83	eV
total charge	-1
multiplicity	6